1.
The following is a DFT calculation (wB97M-V/def2-TZVPD) of C45H43As2N6O7SeTi as an isolated structure at a distorted geometry.

Properties
HOMO energy = -9.5 eV
energy above the lowest of the compared OMol25 structures with the same formula, charge and spin = 92.2 kJ/mol

The geometry in ORCA input format:
```
! RIJCOSX wB97M-V def2-TZVPD def2/J DEFGRID3
* xyz 1 1
Ti -0.20 -0.36 0.76
C -1.68 3.42 -0.50
C -0.44 4.07 0.11
As 1.01 2.75 0.11
C 2.56 3.92 0.29
C 3.60 3.96 -0.63
C 4.72 4.74 -0.37
C 4.81 5.47 0.81
C 3.78 5.41 1.74
C 2.66 4.63 1.48
C 0.99 2.41 -1.81
C 0.66 1.15 -2.29
C 0.56 0.90 -3.66
C 0.80 1.92 -4.56
C 1.14 3.19 -4.10
C 1.22 3.44 -2.74
As -1.93 1.59 0.20
C -2.06 2.05 2.09
C -1.08 1.59 2.97
C -1.14 1.89 4.32
C -2.18 2.68 4.81
C -3.14 3.16 3.94
C -3.08 2.86 2.58
C -3.79 1.34 -0.25
C -4.67 0.73 0.64
C -6.01 0.59 0.30
C -6.47 1.07 -0.92
C -5.58 1.62 -1.83
C -4.24 1.74 -1.50
H -1.57 3.35 -1.58
H -2.59 3.99 -0.29
H -0.64 4.36 1.14
H -0.15 4.97 -0.44
H 3.55 3.39 -1.55
H 5.53 4.78 -1.10
H 5.69 6.07 1.01
H 3.85 5.96 2.66
H 1.86 4.58 2.21
H 0.52 0.32 -1.61
H 0.30 -0.09 -4.00
H 0.73 1.73 -5.62
H 1.35 3.99 -4.80
H 1.47 4.43 -2.39
H -0.25 0.97 2.62
H -0.38 1.52 4.99
H -2.22 2.92 5.86
H -3.95 3.77 4.31
H -3.84 3.24 1.90
H -4.31 0.36 1.59
H -6.70 0.13 1.00
H -7.52 1.00 -1.16
H -5.93 1.97 -2.79
H -3.54 2.14 -2.23
O -1.25 -7.61 -0.53
N -1.66 -6.72 0.18
O -2.64 -6.79 0.89
C -0.95 -5.44 0.15
C -0.02 -5.20 -0.83
C 0.52 -3.94 -0.97
C 0.08 -2.90 -0.15
O 0.31 -1.62 -0.39
C -0.75 -3.22 0.94
C -1.29 -4.47 1.09
N -1.10 -2.13 1.82
O 0.04 -1.43 2.24
O -1.89 -1.17 1.15
N 1.56 -3.71 -1.97
O 1.79 -4.60 -2.76
O 2.16 -2.65 -1.93
H 0.27 -5.98 -1.52
H -1.96 -4.72 1.89
C -5.01 -3.45 -3.14
N -4.87 -3.35 -1.70
C -3.95 -2.61 -1.04
Se -2.58 -1.61 -1.75
N -4.16 -2.80 0.28
C -5.21 -3.68 0.49
C -5.77 -4.22 1.63
C -6.82 -5.12 1.45
C -7.29 -5.45 0.18
C -6.72 -4.91 -0.96
C -5.67 -4.03 -0.78
H -4.18 -2.92 -3.61
H -5.95 -3.01 -3.46
H -4.98 -4.50 -3.44
H -3.60 -2.32 0.97
H -5.40 -3.97 2.61
H -7.28 -5.58 2.32
H -8.10 -6.15 0.09
H -7.07 -5.18 -1.95
C 5.17 0.82 1.12
C 4.42 -0.31 0.41
C 4.91 -1.70 0.84
C 4.49 -0.15 -1.12
C 3.00 -0.18 0.76
N 1.89 0.02 0.98
H 6.21 0.81 0.79
H 5.15 0.70 2.20
H 4.74 1.79 0.87
H 5.97 -1.80 0.57
H 4.35 -2.48 0.33
H 4.81 -1.84 1.92
H 5.53 -0.23 -1.43
H 4.10 0.82 -1.43
H 3.91 -0.93 -1.62
*
```



2.
The following is a DFT calculation (wB97M-V/def2-TZVPD) of a 6-piece molecular cluster, C45H43FN4O23PS overall at a distorted geometry.

Properties
HOMO energy = -10.4 eV

The geometry in ORCA input format:
```
! RIJCOSX wB97M-V def2-TZVPD def2/J DEFGRID3
* xyz 1 1
C -2.40 7.37 3.17
C -2.69 5.91 2.83
C -1.95 5.37 1.65
F -2.41 5.95 0.48
N -0.46 5.51 1.69
C -0.05 5.19 0.36
N 0.21 6.04 -0.61
P 0.23 7.78 -0.52
O 0.48 8.05 0.99
O -1.20 8.29 -0.92
S 1.59 8.48 -1.67
N 0.01 3.88 0.22
C 0.76 3.49 1.42
C 0.12 4.41 2.50
C 1.25 4.73 3.49
C 0.82 4.98 4.96
C 1.51 6.09 5.76
O 1.23 6.25 6.91
N 2.56 6.84 5.13
C 2.20 8.19 4.80
C 0.96 8.70 4.99
C 0.67 10.00 4.70
C 1.66 10.80 4.20
C 2.91 10.29 3.97
C 3.18 8.99 4.27
H -2.31 7.46 4.25
H -3.24 7.99 2.89
H -1.49 7.72 2.72
H -3.74 5.84 2.56
H -2.56 5.26 3.68
H -2.16 4.30 1.58
H 0.43 5.63 -1.50
H 0.53 9.01 1.18
H -1.84 8.19 -0.20
H 0.30 3.49 -0.69
H 0.79 2.44 1.66
H 1.78 3.86 1.33
H -0.67 3.86 2.99
H 1.83 5.55 3.10
H 1.86 3.84 3.49
H -0.25 5.09 5.08
H 1.08 4.09 5.51
H 3.29 6.94 5.83
H 0.18 8.09 5.40
H -0.31 10.41 4.87
H 1.48 11.84 3.98
H 3.69 10.91 3.57
H 4.16 8.57 4.11
C -0.25 1.11 -3.98
C -1.05 0.66 -4.96
C -2.51 1.04 -5.04
O -3.15 0.60 -5.96
C -3.05 1.91 -4.00
C -2.25 2.35 -3.02
C -0.79 1.98 -2.97
O -0.11 2.44 -2.05
O -2.68 3.13 -2.04
O -0.62 -0.15 -5.91
H 0.79 0.83 -3.91
H -4.10 2.17 -4.05
H -1.92 3.30 -1.45
H -1.40 -0.32 -6.49
C -4.14 2.89 5.86
C -4.73 1.92 6.58
C -5.23 2.16 7.98
O -5.76 1.23 8.55
C -5.04 3.48 8.56
C -4.45 4.44 7.84
C -3.98 4.21 6.44
O -3.47 5.15 5.84
O -4.25 5.67 8.31
O -4.91 0.70 6.12
H -3.79 2.73 4.85
H -5.39 3.64 9.57
H -3.81 6.17 7.60
H -5.36 0.20 6.84
C -0.31 -4.96 -5.61
C -0.46 -3.72 -5.13
C 0.49 -3.15 -4.10
O 0.31 -2.01 -3.71
C 1.56 -3.99 -3.61
C 1.71 -5.24 -4.09
C 0.78 -5.79 -5.14
O 0.99 -6.92 -5.53
O 2.67 -6.06 -3.69
O -1.44 -2.92 -5.52
H -0.98 -5.38 -6.35
H 2.22 -3.58 -2.86
H 2.56 -6.89 -4.18
H -1.33 -2.09 -5.03
C 1.78 -11.80 -6.53
C 1.29 -10.61 -6.17
C -0.02 -10.47 -5.46
O -0.35 -9.34 -5.15
C -0.80 -11.66 -5.19
C -0.32 -12.86 -5.55
C 1.02 -13.01 -6.23
O 1.40 -14.13 -6.49
O -0.96 -14.00 -5.33
O 1.93 -9.47 -6.41
H 2.72 -11.91 -7.03
H -1.75 -11.55 -4.69
H -0.38 -14.70 -5.68
H 1.36 -8.75 -6.05
C 4.07 -10.08 -1.79
C 3.99 -10.38 -3.09
C 4.03 -11.80 -3.58
O 3.94 -11.99 -4.78
C 4.18 -12.87 -2.61
C 4.26 -12.57 -1.31
C 4.20 -11.15 -0.81
O 4.26 -10.96 0.39
O 4.40 -13.48 -0.36
O 3.86 -9.46 -4.04
H 4.04 -9.06 -1.42
H 4.22 -13.88 -2.97
H 4.43 -12.99 0.49
H 3.81 -9.93 -4.89
*
```



3.
The following is a DFT calculation (wB97M-V/def2-TZVPD) of C45H43N4OOsP2 as an isolated structure.

Properties
HOMO energy (alpha / beta) = -15.6 / -15.6 eV
<S²> = 6.07
energy above the lowest of the compared OMol25 structures with the same formula, charge and spin = 0.0 kJ/mol

The geometry in ORCA input format:
```
! RIJCOSX wB97M-V def2-TZVPD def2/J DEFGRID3
* xyz 3 5
Os 0.86 0.05 1.60
C -2.80 -2.88 0.02
C -2.20 -1.70 0.70
O -0.97 -1.56 0.78
N -3.03 -0.82 1.27
C -2.55 0.16 2.25
C -1.96 1.49 1.77
C -2.80 2.59 1.69
C -2.28 3.84 1.40
C -0.92 3.96 1.15
C -0.15 2.82 1.21
N -0.64 1.60 1.52
H -3.06 -3.62 0.78
H -2.08 -3.33 -0.66
H -3.72 -2.63 -0.51
H -4.02 -1.05 1.29
H -1.82 -0.36 2.86
H -3.39 0.41 2.90
H -3.85 2.47 1.90
H -2.92 4.71 1.37
H -0.46 4.91 0.93
H 0.92 2.87 1.00
C -0.22 0.07 4.67
N 0.82 -0.18 3.67
C 1.93 -0.72 4.18
C 2.91 -1.10 3.31
C 4.21 -1.65 3.46
C 4.73 -1.77 2.19
C 3.74 -1.30 1.30
N 2.64 -0.91 1.96
C -1.06 -1.16 4.96
C -1.04 -2.30 4.16
C -1.84 -3.40 4.47
C -2.65 -3.37 5.59
C -2.67 -2.24 6.40
C -1.87 -1.15 6.09
H -0.82 0.92 4.35
H 0.26 0.38 5.61
H 2.03 -0.85 5.25
H 4.69 -1.90 4.40
H 5.69 -2.15 1.91
H 3.82 -1.24 0.22
H -0.40 -2.35 3.29
H -1.80 -4.28 3.85
H -3.25 -4.23 5.85
H -3.29 -2.22 7.29
H -1.88 -0.28 6.74
C 0.63 0.95 -2.21
P 1.55 0.35 -0.69
C 2.92 1.55 -0.72
C 3.46 2.06 -1.90
C 4.50 2.98 -1.86
C 5.00 3.41 -0.64
C 4.46 2.93 0.54
C 3.43 2.01 0.50
C 2.12 -1.25 -1.35
C 1.62 -2.44 -0.81
C 2.05 -3.67 -1.30
C 2.97 -3.72 -2.33
C 3.47 -2.54 -2.88
C 3.05 -1.32 -2.39
P -1.01 0.32 -2.71
C -0.94 -0.16 -4.41
C 0.11 -1.00 -4.83
C 0.22 -1.34 -6.16
C -0.74 -0.88 -7.07
C -1.80 -0.08 -6.65
C -1.92 0.26 -5.32
C -2.31 1.52 -2.47
C -3.63 1.06 -2.46
C -4.68 1.95 -2.46
C -4.43 3.32 -2.50
C -3.12 3.79 -2.51
C -2.06 2.90 -2.48
H 1.29 0.62 -3.01
H 0.59 2.04 -2.24
H 3.10 1.76 -2.88
H 4.91 3.36 -2.79
H 5.81 4.13 -0.62
H 4.84 3.27 1.49
H 3.03 1.63 1.44
H 0.90 -2.41 0.00
H 1.66 -4.58 -0.87
H 3.30 -4.68 -2.71
H 4.21 -2.58 -3.67
H 3.48 -0.42 -2.81
H 0.82 -1.39 -4.12
H 1.02 -1.97 -6.50
H -0.65 -1.15 -8.12
H -2.54 0.26 -7.37
H -2.75 0.88 -5.00
H -3.83 0.00 -2.48
H -5.70 1.59 -2.47
H -5.25 4.02 -2.53
H -2.92 4.85 -2.56
H -1.05 3.28 -2.52
*
```